# C26H40BCl3N6O2V

A molecular structure, C26H40BCl3N6O2V at a distorted geometry (ωB97M-V/def2-TZVPD, the Open Molecules 2025 dataset).

Each line ends with the Mulliken charge.
Geometry (Å):
V (0.10, 0.49, 0.34)  -0.755
C (3.29, -2.98, 0.52)  -1.499
C (2.05, -2.32, 1.09)  -0.256
C (1.65, -2.38, 2.43)  -0.779
C (0.43, -1.67, 2.53)  -0.030
N (0.04, -1.28, 1.29)  0.161
N (1.18, -1.63, 0.37)  1.153
B (1.13, -1.57, -1.15)  0.335
N (-0.36, -1.38, -1.55)  -0.017
N (-1.15, -0.32, -0.97)  0.878
C (-2.44, -0.64, -1.16)  -0.412
C (-2.51, -1.94, -1.75)  -0.496
C (-1.16, -2.38, -1.95)  0.172
C (-0.60, -3.73, -2.35)  -1.433
C (-3.61, 0.35, -1.07)  2.026
C (-4.87, -0.47, -0.71)  -1.793
C (-3.89, 0.83, -2.51)  -1.530
C (-3.61, 1.47, -0.02)  -1.551
N (1.80, -0.22, -1.66)  0.412
N (1.15, 1.04, -1.44)  0.506
C (1.91, 2.00, -1.97)  -0.309
C (3.08, 1.42, -2.55)  -1.166
C (2.97, 0.02, -2.29)  0.838
C (3.87, -1.12, -2.71)  -1.256
C (1.43, 3.42, -2.01)  1.977
C (1.60, 4.07, -3.38)  -1.665
C (2.32, 4.19, -1.03)  -1.102
C (-0.03, 3.60, -1.53)  -1.508
C (-0.55, -1.77, 3.70)  1.838
C (0.23, -1.58, 5.00)  -1.404
C (-1.79, -0.91, 3.57)  -1.401
C (-1.02, -3.23, 3.69)  -1.668
H (3.48, -3.84, 1.22)  0.489
H (3.15, -3.34, -0.50)  0.365
H (4.17, -2.27, 0.63)  0.263
H (2.22, -2.85, 3.21)  0.685
H (1.69, -2.51, -1.67)  -0.178
H (-3.44, -2.50, -1.96)  0.534
H (-1.46, -4.28, -2.79)  0.449
H (0.17, -3.60, -3.10)  0.392
H (-0.24, -4.34, -1.48)  0.269
H (-5.23, -1.10, -1.53)  0.417
H (-4.69, -1.10, 0.19)  0.377
H (-5.70, 0.21, -0.43)  0.464
H (-4.09, -0.07, -3.22)  0.362
H (-4.78, 1.46, -2.64)  0.473
H (-3.04, 1.37, -2.90)  0.257
H (-3.47, 1.15, 1.02)  0.317
H (-2.80, 2.19, -0.19)  0.206
H (-4.57, 2.06, -0.13)  0.544
H (3.74, 1.88, -3.30)  0.466
H (4.60, -0.70, -3.45)  0.427
H (4.49, -1.51, -1.93)  0.182
H (3.26, -1.88, -3.21)  0.338
H (2.67, 4.16, -3.61)  0.436
H (1.15, 3.45, -4.21)  0.346
H (1.18, 5.10, -3.44)  0.447
H (3.38, 3.88, -1.10)  0.352
H (2.19, 5.28, -1.30)  0.485
H (2.06, 4.00, 0.05)  -0.103
H (-0.72, 3.01, -2.14)  0.389
H (-0.21, 3.30, -0.46)  0.132
H (-0.35, 4.68, -1.67)  0.541
H (0.62, -0.54, 5.05)  0.247
H (-0.36, -1.68, 5.94)  0.405
H (1.06, -2.29, 5.01)  0.417
H (-1.54, 0.16, 3.65)  0.167
H (-2.26, -1.03, 2.59)  0.320
H (-2.58, -1.17, 4.40)  0.453
H (-0.25, -3.95, 3.83)  0.444
H (-1.69, -3.34, 4.60)  0.475
H (-1.66, -3.51, 2.80)  0.299
Cl (-0.03, 2.77, 4.42)  -0.031
C (1.20, 2.76, 3.20)  1.055
Cl (1.36, 4.40, 2.48)  -0.067
Cl (2.73, 2.28, 3.90)  -0.062
C (0.77, 1.71, 2.10)  -0.108
O (1.63, 0.90, 1.60)  -0.102
O (-0.45, 1.86, 1.70)  -0.302

Output
Net charge: +3
HOMO level (alpha / beta) (eV): -18.363 / -18.361
Molecular weight (Da): 636.76
E (Eh): -3842.0771
E_LUMO (alpha / beta) (eV): -13.553 / -13.549
Gap between HOMO and LUMO (alpha / beta) (eV): 4.810 / 4.811

---

# C26H40BIrN7SSe2SiTe2

A molecular structure, C26H40BIrN7SSe2SiTe2 (ωB97M-V/def2-TZVPD, the Open Molecules 2025 dataset).

Each line ends with the Mulliken spin population.
Geometry (Å):
Ir (0.55, -0.44, -0.05)  2.071
C (1.78, 1.85, -4.41)  0.020
C (0.70, 2.06, -3.35)  -0.016
C (-0.32, 0.93, -3.38)  0.001
C (1.33, 2.34, -2.00)  0.008
C (1.89, 3.60, -1.70)  0.000
C (2.40, 3.46, -0.43)  -0.002
N (2.15, 2.21, -0.01)  -0.032
N (1.50, 1.50, -0.97)  0.164
B (2.62, 1.67, 1.36)  0.058
N (1.41, 1.41, 2.29)  -0.025
C (1.03, 2.05, 3.41)  0.006
C (-0.03, 1.37, 3.96)  0.001
C (-0.25, 0.27, 3.11)  0.030
N (0.64, 0.32, 2.11)  0.154
C (-1.27, -0.83, 3.26)  -0.013
C (-1.60, -1.03, 4.74)  0.001
C (-0.82, -2.15, 2.65)  0.036
N (3.39, 0.33, 1.22)  -0.079
C (4.66, 0.09, 1.59)  -0.004
C (4.88, -1.27, 1.49)  0.023
C (3.65, -1.80, 1.06)  -0.032
N (2.77, -0.82, 0.89)  0.138
C (3.27, -3.25, 0.89)  0.031
C (3.16, -3.91, 2.27)  0.005
C (4.27, -4.00, 0.01)  0.005
H (1.32, 1.76, -5.40)  0.001
H (2.34, 0.94, -4.21)  -0.003
H (2.48, 2.69, -4.44)  -0.002
H (0.17, 2.99, -3.60)  -0.001
H (0.15, -0.04, -3.26)  0.027
H (-0.83, 0.93, -4.35)  0.000
H (-1.07, 1.04, -2.60)  0.003
H (1.90, 4.47, -2.33)  0.001
H (2.92, 4.17, 0.20)  -0.001
H (3.35, 2.49, 1.86)  0.000
H (1.54, 2.95, 3.73)  0.000
H (-0.56, 1.62, 4.87)  0.000
H (-2.18, -0.50, 2.75)  0.001
H (-0.69, -1.24, 5.31)  0.000
H (-2.28, -1.87, 4.87)  0.000
H (-2.07, -0.15, 5.18)  0.000
H (0.00, -2.58, 3.23)  0.001
H (-0.49, -2.05, 1.62)  -0.004
H (-1.66, -2.86, 2.65)  0.002
H (5.31, 0.89, 1.90)  0.000
H (5.79, -1.81, 1.72)  0.001
H (2.29, -3.28, 0.43)  -0.003
H (4.12, -3.88, 2.79)  0.000
H (2.86, -4.95, 2.17)  0.000
H (2.42, -3.39, 2.89)  0.000
H (5.28, -3.94, 0.43)  -0.002
H (4.30, -3.59, -1.00)  0.006
H (3.99, -5.06, -0.05)  -0.002
Se (3.41, -0.95, -2.31)  0.256
Te (4.49, -2.16, -4.30)  0.230
Te (2.48, -3.18, -5.63)  0.803
Se (1.48, -2.03, -1.96)  0.760
C (-4.33, -0.61, -3.17)  0.011
Si (-4.95, 0.15, -1.59)  -0.011
C (-5.90, -1.09, -0.56)  0.003
C (-6.10, 1.57, -2.04)  0.000
C (-3.56, 0.91, -0.57)  -0.012
C (-3.76, 2.14, 0.06)  0.002
C (-2.74, 2.80, 0.73)  0.005
C (-1.49, 2.22, 0.73)  -0.005
N (-1.27, 1.03, 0.17)  0.090
C (-2.27, 0.36, -0.44)  0.087
S (-1.75, -1.20, -0.98)  0.202
H (-5.16, -0.78, -3.86)  0.000
H (-3.84, -1.57, -2.98)  -0.002
H (-3.60, 0.04, -3.66)  0.000
H (-6.82, -1.39, -1.08)  0.000
H (-6.18, -0.66, 0.40)  0.000
H (-5.30, -1.98, -0.38)  0.000
H (-6.77, 1.27, -2.85)  0.000
H (-5.54, 2.45, -2.37)  0.000
H (-6.72, 1.87, -1.19)  0.000
H (-4.74, 2.61, 0.01)  0.000
H (-2.90, 3.76, 1.21)  0.001
H (-0.63, 2.70, 1.19)  0.005

Output
Spin multiplicity: 6
HOMO level (alpha / beta) (eV): -6.679 / -7.478
Molecular weight (Da): 1126.96
E (Eh): -7553.8884
<S²>: 8.77
E_LUMO (alpha / beta) (eV): -0.671 / -2.581
Gap between HOMO and LUMO (alpha / beta) (eV): 6.008 / 4.897
Energy relative to the best compared isomer or geometry (same formula, charge and spin) (kcal per mole): 0.0

---

# C26H40BrNOP2Pd

A molecular structure, C26H40BrNOP2Pd at a distorted geometry (ωB97M-V/def2-TZVPD, the Open Molecules 2025 dataset).

Each line ends with the Mulliken spin population.
Geometry (Å):
N (-4.96, -1.22, 3.32)  0.837
C (-3.92, -0.49, 3.74)  -0.006
C (-3.44, 0.58, 2.99)  0.135
C (-4.04, 0.90, 1.76)  0.014
C (-5.13, 0.12, 1.33)  0.148
C (-5.57, -0.92, 2.17)  -0.010
C (-3.49, 1.97, 0.95)  0.214
Pd (0.43, 0.10, -1.71)  0.912
P (2.68, 0.62, -1.97)  0.228
C (-3.75, 2.13, -0.38)  0.049
C (-2.70, 2.60, -1.26)  0.111
C (-2.57, 2.07, -2.56)  0.064
C (-1.40, 2.25, -3.29)  0.005
C (-0.36, 2.96, -2.67)  0.160
C (-0.54, 3.68, -1.49)  0.017
C (-1.70, 3.48, -0.77)  0.076
Br (1.21, 3.45, -3.73)  0.119
H (-2.71, 2.55, 1.44)  -0.003
H (-4.65, 1.74, -0.84)  0.000
H (-2.58, 1.15, 3.35)  0.009
H (-5.64, 0.30, 0.38)  0.009
H (-3.46, -0.75, 4.69)  0.027
H (-6.42, -1.53, 1.88)  0.030
H (-3.39, 1.47, -2.95)  -0.003
H (-1.85, 4.00, 0.17)  0.000
H (-1.27, 1.84, -4.29)  -0.003
H (0.23, 4.37, -1.15)  0.007
P (-0.34, -2.06, -1.05)  0.276
C (2.85, 2.16, -0.99)  0.020
C (3.89, 3.16, -1.47)  0.035
H (3.08, 1.82, 0.03)  -0.003
H (1.86, 2.63, -0.96)  0.009
H (3.98, 3.98, -0.75)  0.004
H (4.88, 2.73, -1.60)  0.000
H (3.59, 3.62, -2.42)  -0.003
C (2.69, 0.62, -3.79)  0.051
C (4.02, 0.79, -4.52)  0.055
H (2.03, 1.45, -4.10)  -0.012
H (2.17, -0.30, -4.11)  0.054
H (3.82, 1.05, -5.58)  0.000
H (4.63, 1.58, -4.08)  0.000
H (4.60, -0.14, -4.52)  0.001
C (4.00, -0.50, -1.43)  -0.005
C (5.42, 0.04, -1.56)  0.029
H (3.86, -1.42, -2.02)  -0.002
H (3.76, -0.74, -0.39)  0.003
H (6.14, -0.73, -1.26)  0.002
H (5.67, 0.32, -2.58)  -0.004
H (5.59, 0.91, -0.93)  -0.004
C (0.63, -3.17, 0.04)  0.005
C (2.11, -3.42, -0.26)  0.010
H (0.07, -4.12, -0.02)  0.015
H (0.51, -2.76, 1.06)  0.001
H (2.36, -4.43, 0.09)  -0.001
H (2.36, -3.36, -1.33)  -0.002
H (2.75, -2.73, 0.29)  -0.003
C (-0.41, -3.11, -2.54)  0.058
C (-1.28, -2.51, -3.64)  0.013
H (-0.81, -4.08, -2.19)  0.009
H (0.63, -3.27, -2.88)  -0.002
H (-1.01, -2.95, -4.60)  0.002
H (-2.35, -2.70, -3.44)  0.002
H (-1.14, -1.42, -3.72)  0.017
C (-2.07, -2.17, -0.43)  0.003
C (-2.29, -2.62, 1.01)  0.005
H (-2.58, -2.87, -1.11)  0.008
H (-2.53, -1.18, -0.59)  0.003
H (-3.36, -2.75, 1.20)  0.003
H (-1.79, -3.57, 1.24)  -0.001
H (-1.92, -1.88, 1.73)  0.002
O (0.47, 0.31, 1.33)  0.036
C (0.46, 0.38, 0.17)  0.166

Output
Spin multiplicity: 5
Net charge: +4
HOMO level (alpha / beta) (eV): -19.750 / -20.815
Molecular weight (Da): 630.88
E (Eh): -4527.6111
<S²>: 6.08
E_LUMO (alpha / beta) (eV): -13.060 / -15.602
Gap between HOMO and LUMO (alpha / beta) (eV): 6.690 / 5.213